[1]
ORCA calculation (the ωB97M-V functional and the def2-TZVPD basis) on a structure of composition C63H70As2CdIN3O11P.

Values from the calculation:
* energy: -8713.02207 Eh
* energy relative to the best compared isomer or geometry (same formula, charge and spin): 76.80 kcal per mole
* total charge: -1
* frontier orbital gap: 5.0 eV

Each line ends with the Löwdin charge.
Element x y z (Å)
Cd 0.96 -0.56 -0.78  1.14
C -3.80 -0.20 1.29  -0.07
C -2.90 -1.36 1.70  -0.39
C -3.70 -2.66 1.77  -0.06
C -2.16 -1.06 2.99  -0.15
C -2.72 -1.30 4.18  -0.03
C -2.08 -1.25 5.50  -0.07
C -0.81 -1.61 5.72  -0.03
C 0.15 -2.01 4.61  -0.35
C 1.50 -2.49 5.21  -0.36
C 1.34 -3.81 5.98  -0.07
C 2.17 -1.45 6.11  -0.06
C -0.86 -0.37 2.87  -0.11
N -0.78 0.59 2.01  0.22
C 0.04 1.67 2.16  -0.43
O 0.19 2.25 3.23  0.06
C 0.65 2.35 0.95  -0.20
C 0.70 3.73 0.99  -0.01
C 1.42 4.41 0.03  -0.04
C 2.10 3.68 -0.92  0.01
C 1.99 2.30 -0.92  -0.17
N 1.25 1.64 -0.01  0.10
C 2.84 1.52 -1.92  -0.52
O 3.69 2.14 -2.56  0.02
N 2.58 0.22 -1.95  -0.04
C 3.46 -0.64 -2.66  -0.19
C 3.04 -1.22 -3.87  -0.15
C 3.86 -2.16 -4.48  -0.04
C 5.08 -2.52 -3.92  -0.09
C 5.50 -1.91 -2.75  -0.06
C 4.71 -0.96 -2.11  -0.14
C 5.23 -0.29 -0.85  -0.36
C 5.57 -1.29 0.25  -0.06
C 6.43 0.60 -1.20  -0.06
C 1.77 -0.75 -4.53  -0.39
C 2.12 0.37 -5.53  -0.05
C 0.99 -1.88 -5.22  -0.09
H -4.35 -0.44 0.37  0.08
H -3.19 0.68 1.11  0.03
H -4.53 0.03 2.08  0.09
H -2.14 -1.48 0.93  0.04
H -4.60 -2.56 2.38  0.07
H -3.10 -3.48 2.17  0.07
H -4.01 -2.94 0.75  0.08
H -3.77 -1.60 4.19  0.11
H -2.72 -1.00 6.34  0.10
H -0.42 -1.57 6.73  0.11
H 2.16 -2.67 4.36  0.12
H 0.57 -3.71 6.75  0.08
H 2.28 -4.09 6.45  0.08
H 1.03 -4.61 5.30  0.07
H 1.72 -1.42 7.10  0.07
H 2.12 -0.45 5.68  0.07
H 3.23 -1.69 6.24  0.08
H 0.19 4.24 1.81  0.11
H 1.47 5.49 0.04  0.11
H 2.72 4.14 -1.68  0.12
H 3.55 -2.61 -5.42  0.10
H 5.70 -3.26 -4.41  0.09
H 6.46 -2.18 -2.33  0.11
H 4.45 0.36 -0.47  0.12
H 6.42 -1.93 -0.03  0.07
H 4.72 -1.94 0.45  0.05
H 5.83 -0.77 1.17  0.08
H 7.24 0.00 -1.64  0.07
H 6.82 1.09 -0.30  0.07
H 6.13 1.36 -1.92  0.07
H 1.13 -0.31 -3.77  0.06
H 2.80 -0.01 -6.29  0.08
H 2.60 1.20 -5.02  0.07
H 1.21 0.74 -6.03  0.08
H 1.49 -2.20 -6.14  0.07
H -0.01 -1.53 -5.48  0.07
H 0.89 -2.73 -4.55  0.07
I -1.39 -1.12 -1.97  0.03
C -2.84 3.50 3.35  -0.02
O -2.96 3.44 1.91  -0.12
C -4.21 3.58 1.43  -0.60
O -5.16 3.83 2.12  0.09
C -4.31 3.25 -0.02  -0.31
C -5.31 3.80 -0.72  -0.32
As -5.46 5.75 -0.80  1.36
C -4.52 6.39 0.80  -0.30
C -3.72 5.60 -1.87  -0.26
C -2.69 4.78 -1.72  -0.22
As -2.61 2.86 -0.94  1.37
C -3.18 2.11 -2.66  -0.31
C -1.36 4.94 -2.39  -0.52
O -0.78 3.97 -2.82  0.08
O -0.70 6.12 -2.45  -0.02
C -1.16 7.35 -1.88  -0.04
C -3.89 6.62 -2.95  -0.59
O -4.16 7.78 -2.77  0.06
O -3.80 6.04 -4.16  -0.02
C -4.31 6.79 -5.27  -0.02
C -5.86 3.24 -1.98  -0.59
O -6.26 3.91 -2.90  0.05
O -5.98 1.91 -1.92  -0.06
C -6.57 1.23 -3.03  -0.03
H -3.30 4.41 3.73  0.09
H -1.78 3.47 3.56  0.07
H -3.33 2.64 3.79  0.10
H -5.17 6.31 1.67  0.03
H -4.29 7.45 0.61  0.03
H -3.59 5.86 0.99  0.02
H -3.80 2.80 -3.24  0.04
H -3.69 1.17 -2.49  -0.01
H -2.27 1.91 -3.22  0.00
H -1.66 7.95 -2.64  0.09
H -0.27 7.87 -1.54  0.09
H -1.83 7.20 -1.04  0.09
H -3.82 6.40 -6.15  0.09
H -4.09 7.85 -5.15  0.09
H -5.38 6.64 -5.33  0.10
H -6.86 1.94 -3.80  0.09
H -7.43 0.68 -2.67  0.09
H -5.83 0.53 -3.43  0.09
O 1.89 -2.66 -0.92  -0.46
P 1.60 -3.57 0.25  0.74
C 0.99 -2.72 1.65  -0.33
C 1.82 -1.60 1.98  -0.18
C 1.61 -0.67 2.95  -0.10
C 0.35 -0.69 3.76  -0.16
C -0.41 -3.11 3.74  -0.09
C 0.01 -3.38 2.48  -0.13
C 3.16 -4.39 0.70  -0.26
C 4.16 -4.49 -0.27  -0.08
C 5.39 -5.05 0.05  -0.09
C 5.62 -5.52 1.33  -0.09
C 4.63 -5.42 2.30  -0.09
C 3.41 -4.85 1.99  -0.08
C 0.53 -4.94 -0.27  -0.26
C 0.37 -6.10 0.48  -0.09
C -0.42 -7.13 -0.01  -0.09
C -1.04 -7.01 -1.25  -0.09
C -0.88 -5.86 -2.00  -0.08
C -0.09 -4.82 -1.51  -0.09
H 2.74 -1.50 1.40  0.08
H 2.35 0.09 3.15  0.11
H 0.37 0.15 4.46  0.14
H -1.19 -3.73 4.16  0.12
H -0.47 -4.23 2.00  0.09
H 3.97 -4.08 -1.26  0.10
H 6.16 -5.11 -0.71  0.10
H 6.58 -5.95 1.58  0.10
H 4.83 -5.76 3.31  0.10
H 2.64 -4.74 2.75  0.10
H 0.86 -6.21 1.44  0.10
H -0.56 -8.04 0.58  0.10
H -1.65 -7.83 -1.62  0.10
H -1.36 -5.76 -2.96  0.10
H 0.05 -3.92 -2.08  0.04

***

[2]
ORCA calculation (the ωB97M-V functional and the def2-TZVPD basis) on a cluster of 11 separate species, C63H92O3S in total in a non-equilibrium geometry.

Values from the calculation:
* energy: -3079.62129 Eh
* SMILES: CCOS(C)(=O)=O.c1ccccc1.c1ccccc1.c1ccccc1.c1ccccc1.c1ccccc1.c1ccccc1.c1ccccc1.CCCCCC.CCCCCC.CCCCCC
* frontier orbital gap: 9.5 eV

Each line ends with the Löwdin charge.
Element x y z (Å)
O 3.87 1.50 -0.47  -0.28
S 4.95 0.56 -0.49  0.53
O 6.26 0.98 -0.15  -0.26
O 4.52 -0.63 0.46  -0.27
C 5.57 -1.39 1.11  -0.24
C 4.90 -2.51 1.85  -0.06
C 4.94 -0.22 -2.07  -0.12
H 6.09 -0.70 1.77  0.11
H 6.31 -1.75 0.39  0.12
H 5.54 -2.92 2.63  0.09
H 4.66 -3.32 1.17  0.08
H 3.97 -2.18 2.32  0.07
H 5.35 0.49 -2.78  0.08
H 3.90 -0.41 -2.33  0.07
H 5.44 -1.19 -2.00  0.07
C 1.58 -1.94 6.68  -0.09
C 0.53 -2.78 6.36  -0.10
C 0.03 -2.82 5.06  -0.09
C 0.56 -2.00 4.07  -0.08
C 1.63 -1.18 4.41  -0.10
C 2.12 -1.12 5.70  -0.09
H 1.97 -1.96 7.69  0.10
H 0.05 -3.43 7.08  0.10
H -0.81 -3.47 4.84  0.10
H 0.17 -1.99 3.06  0.08
H 2.09 -0.56 3.64  0.08
H 2.98 -0.48 5.88  0.10
C -3.51 -3.15 -2.19  -0.09
C -2.32 -3.43 -2.84  -0.10
C -1.41 -2.42 -3.13  -0.09
C -1.82 -1.10 -2.97  -0.09
C -3.00 -0.80 -2.29  -0.08
C -3.85 -1.83 -1.90  -0.09
H -4.15 -3.94 -1.83  0.10
H -2.09 -4.43 -3.19  0.10
H -0.47 -2.62 -3.63  0.09
H -1.14 -0.30 -3.24  0.07
H -3.20 0.23 -2.01  0.10
H -4.72 -1.57 -1.31  0.08
C 5.01 1.94 3.94  -0.09
C 4.04 2.23 2.99  -0.08
C 3.31 3.41 3.10  -0.09
C 3.51 4.26 4.16  -0.09
C 4.61 4.07 5.00  -0.09
C 5.33 2.88 4.90  -0.10
H 5.57 1.02 3.89  0.10
H 3.71 1.48 2.27  0.08
H 2.52 3.56 2.38  0.06
H 2.96 5.20 4.25  0.10
H 4.86 4.78 5.78  0.10
H 6.21 2.75 5.52  0.10
C -5.70 2.18 2.80  -0.10
C -4.38 2.37 3.20  -0.08
C -3.37 1.68 2.54  -0.09
C -3.65 0.78 1.52  -0.09
C -4.99 0.50 1.24  -0.09
C -6.01 1.23 1.83  -0.10
H -6.48 2.70 3.35  0.10
H -4.10 3.06 3.98  0.10
H -2.33 1.94 2.75  0.10
H -2.88 0.37 0.89  0.08
H -5.26 -0.29 0.54  0.07
H -7.04 0.99 1.63  0.10
C 0.81 2.69 -2.77  -0.09
C 2.17 2.58 -3.05  -0.09
C 2.54 1.95 -4.24  -0.09
C 1.60 1.40 -5.09  -0.09
C 0.26 1.40 -4.73  -0.10
C -0.14 2.10 -3.60  -0.10
H 0.53 3.29 -1.91  0.08
H 2.92 3.08 -2.46  0.09
H 3.59 1.89 -4.53  0.10
H 1.93 0.89 -5.99  0.10
H -0.55 0.93 -5.27  0.10
H -1.16 2.21 -3.25  0.10
C 2.17 5.33 -0.62  -0.09
C 1.91 6.03 -1.79  -0.09
C 1.28 7.26 -1.71  -0.10
C 0.87 7.76 -0.48  -0.10
C 1.20 7.10 0.69  -0.08
C 1.91 5.91 0.62  -0.08
H 2.55 4.31 -0.69  0.08
H 2.15 5.53 -2.72  0.10
H 1.04 7.76 -2.64  0.10
H 0.28 8.67 -0.53  0.10
H 0.94 7.51 1.66  0.10
H 2.08 5.30 1.50  0.07
C -2.28 5.12 -1.17  -0.08
C -3.30 4.42 -0.52  -0.09
C -4.63 4.84 -0.60  -0.09
C -4.95 5.96 -1.36  -0.10
C -3.94 6.66 -2.01  -0.10
C -2.60 6.28 -1.83  -0.10
H -1.30 4.68 -1.10  0.08
H -3.13 3.40 -0.19  0.09
H -5.43 4.25 -0.18  0.10
H -5.97 6.30 -1.41  0.10
H -4.21 7.45 -2.69  0.10
H -1.89 6.90 -2.37  0.09
C 0.73 2.18 0.69  -0.10
C 0.15 0.84 0.25  -0.23
C 1.14 -0.32 0.31  -0.20
C 0.46 -1.65 0.07  -0.22
C 1.37 -2.87 0.29  -0.26
C 0.68 -4.19 -0.02  -0.10
H 0.99 2.13 1.76  0.07
H 0.02 2.99 0.57  0.07
H 1.64 2.40 0.13  0.04
H -0.75 0.59 0.82  0.08
H -0.13 0.95 -0.81  0.09
H 1.52 -0.33 1.34  0.10
H 1.99 -0.24 -0.36  0.09
H -0.36 -1.80 0.79  0.11
H 0.03 -1.75 -0.92  0.10
H 2.23 -2.78 -0.39  0.10
H 1.83 -2.83 1.28  0.09
H 0.03 -4.09 -0.89  0.06
H 1.41 -4.98 -0.15  0.06
H -0.01 -4.50 0.78  0.07
C -3.45 -3.98 1.69  -0.10
C -4.82 -3.57 1.15  -0.28
C -5.82 -3.34 2.26  -0.24
C -7.18 -2.86 1.77  -0.22
C -8.21 -2.79 2.89  -0.27
C -7.88 -1.80 4.01  -0.10
H -2.71 -4.04 0.90  0.05
H -3.51 -4.98 2.12  0.08
H -3.10 -3.31 2.48  0.07
H -4.68 -2.60 0.64  0.07
H -5.16 -4.25 0.37  0.11
H -5.38 -2.66 2.98  0.11
H -5.94 -4.30 2.80  0.12
H -7.02 -1.83 1.43  0.10
H -7.52 -3.47 0.94  0.11
H -9.18 -2.47 2.47  0.10
H -8.45 -3.79 3.27  0.10
H -7.84 -0.79 3.61  0.06
H -8.71 -1.83 4.72  0.07
H -6.96 -2.08 4.52  0.07
C 5.84 -3.02 -5.89  -0.12
C 4.46 -2.67 -5.30  -0.26
C 3.65 -3.92 -5.00  -0.24
C 2.22 -3.66 -4.58  -0.24
C 1.42 -4.93 -4.30  -0.26
C 1.90 -5.65 -3.04  -0.11
H 6.36 -2.14 -6.27  0.07
H 5.77 -3.71 -6.73  0.07
H 6.48 -3.46 -5.13  0.07
H 4.65 -2.10 -4.38  0.09
H 3.94 -2.07 -6.04  0.11
H 4.18 -4.56 -4.28  0.11
H 3.62 -4.52 -5.92  0.12
H 2.20 -3.05 -3.68  0.11
H 1.71 -3.11 -5.38  0.11
H 0.38 -4.63 -4.13  0.08
H 1.42 -5.63 -5.14  0.11
H 1.12 -6.26 -2.59  0.07
H 2.71 -6.36 -3.26  0.07
H 2.33 -4.96 -2.31  0.06

***

Number 1: LUMO level 0.030 hartree. Number 2: LUMO level 0.013 hartree.